No. 1
A molecular structure, C11H20IN2O3PSTl, computed with ωB97M-V with the def2-TZVPD basis set.

```
40
Properties=species:S:1:pos:R:3:forces:R:3:lowdin_charge:R:1
C 1.935125 3.074134 0.247135 0.458 -0.439 0.496 -0.110
C 2.513605 2.241587 -0.989572 -0.062 1.001 0.684 -0.209
C 2.761985 0.690430 -0.735072 0.974 1.393 -0.710 -0.121
C 1.526696 -0.151907 -0.114944 0.321 -4.197 -3.099 -0.437
P 1.326087 0.051327 1.774342 0.209 -0.609 1.984 0.616
S -0.244537 1.051028 2.340994 -0.234 0.433 -0.203 0.590
N 2.083538 -1.551135 -0.187533 -1.920 0.858 1.225 0.120
C 1.172505 -2.614053 -0.645325 0.457 -2.295 -0.529 -0.275
O 1.495174 -3.808215 -0.654426 -1.231 4.482 0.186 0.188
C -0.247635 -1.925354 -1.038450 1.228 -0.188 1.671 -0.075
C -1.214620 -2.533990 0.059800 -1.288 -1.822 -0.813 -0.124
O -1.138474 -1.931446 1.381760 0.986 1.173 -1.563 -0.192
N -1.962566 -2.643824 2.208542 -1.609 0.350 1.893 0.012
O -2.440462 -1.933630 3.034609 0.894 -1.027 -1.081 0.039
C 0.198366 -0.387377 -1.035276 0.305 1.317 -1.295 -0.245
C -0.896192 0.794342 -1.108857 -0.708 -0.913 0.362 -0.587
I -0.745318 1.686938 -3.135227 0.244 -0.223 0.880 1.207
C -2.433122 0.353923 -0.976312 -0.909 1.143 0.182 -0.246
C -3.086939 0.639964 0.497300 0.005 0.008 -1.910 -0.268
H 2.132854 4.196440 0.142337 -0.179 -1.683 0.085 0.115
H 0.813088 2.957845 0.423137 1.435 0.102 -0.438 0.033
H 2.460370 2.696492 1.206020 -0.726 0.862 -1.311 0.074
H 1.868301 2.493207 -1.899466 0.890 -0.688 0.963 0.065
H 3.551401 2.699011 -1.221458 -1.449 -0.913 0.106 0.162
H 3.004842 0.213042 -1.757528 -0.559 0.466 1.678 0.157
H 3.689424 0.492268 -0.078522 -1.530 0.463 -0.815 0.151
H 1.249723 -1.288962 2.318725 0.204 0.852 -0.555 0.044
H 2.528476 0.617288 2.351957 -0.525 -0.249 -0.753 0.072
H 2.703870 -1.818409 0.592727 0.414 -0.230 -1.063 0.162
H -0.654279 -2.253863 -2.050088 0.841 0.334 1.259 0.194
H -2.323931 -2.510536 -0.254929 1.813 0.141 0.239 0.144
H -0.967509 -3.653469 0.179282 -0.267 1.622 -0.377 0.166
H 0.692430 -0.298764 -2.083259 -0.398 -0.204 1.581 0.109
H -0.699834 1.670778 -0.400620 -0.011 -1.080 -0.819 0.056
H -3.027990 1.055233 -1.674996 0.908 -1.171 1.103 0.093
H -2.674262 -0.698292 -1.340466 0.629 1.426 0.476 0.121
H -3.063772 -0.274246 1.173904 0.782 1.221 -0.905 -0.059
H -4.193222 0.884704 0.268380 1.799 -0.147 -0.079 -0.006
H -2.624466 1.580882 0.941256 -0.647 -1.329 -0.254 0.073
Tl -5.068731 0.136609 2.240119 -1.541 -0.239 1.517 1.189
```
Positions in Å, forces in eV/Å.

## Properties
- Charge: +3
- Gap between HOMO and LUMO: 3.13 eV
- 2S+1: 1
- Maximum force: 5.23 eV/Å


No. 2
10 unconnected molecules or ions with the total composition C24H39ClN13O2S, computed with ωB97M-V with the def2-TZVPD basis set.

```
80
Properties=species:S:1:pos:R:3:forces:R:3:lowdin_charge:R:1
O 5.052257 -6.284272 0.953039 0.525 0.619 0.802 -0.334
S 4.038896 -5.282841 0.835481 0.041 -1.618 -2.002 0.355
O 2.866059 -5.754481 0.148714 -0.475 0.651 0.589 -0.367
Cl 3.513351 -4.691737 2.723253 0.023 0.169 -0.101 0.419
C 4.703250 -3.865479 -0.080084 0.411 0.592 0.507 -0.232
C 5.154135 -2.653164 0.744582 -0.970 -0.437 0.094 -0.243
C 4.088427 -1.582949 0.992684 0.383 0.316 -0.319 -0.185
C 3.367285 -1.055797 -0.261870 -0.113 0.053 0.219 -0.133
N 1.906601 -0.954243 -0.145060 -0.114 0.358 0.011 0.110
C 1.143154 -1.964911 0.178251 -0.215 -1.078 0.082 -0.325
N 1.604024 -3.206967 0.440596 0.719 0.037 0.024 0.167
C 0.568808 -3.952012 0.720242 0.134 0.644 -0.244 -0.089
N -0.565258 -3.244703 0.633316 0.393 -1.505 0.418 0.097
N -0.202165 -1.991219 0.289738 -0.200 1.417 -0.236 0.148
H 5.582964 -4.282949 -0.557252 0.080 -0.454 0.055 0.101
H 3.993430 -3.647804 -0.866833 -0.396 -0.061 0.113 0.081
H 6.048545 -2.237965 0.299096 -0.042 0.129 -0.157 0.067
H 5.452834 -3.033221 1.714596 0.350 0.145 0.089 0.030
H 4.607486 -0.725046 1.408780 0.105 0.061 0.239 0.107
H 3.397621 -1.892293 1.765119 -0.325 -0.186 -0.036 0.078
H 3.699835 -0.041078 -0.430582 -0.002 0.198 -0.170 0.122
H 3.585920 -1.607173 -1.172534 0.158 -0.241 0.001 0.118
H 1.459752 -0.083484 -0.376080 -0.026 0.124 -0.032 0.102
H 0.663342 -4.990032 0.979123 -0.302 -0.239 0.001 0.135
H -1.496074 -3.596444 0.774627 -0.268 0.480 -0.101 0.182
H -0.850171 -1.233858 0.133013 -0.137 -0.051 -0.149 0.145
C -0.711964 2.377317 0.710693 0.038 0.038 -0.005 -0.056
C -0.644693 1.462077 -0.422233 -0.040 0.031 -0.093 -0.255
N -0.591515 0.732243 -1.312308 0.046 -0.110 0.400 0.139
H -1.593230 2.155649 1.308973 -0.049 0.078 -0.013 0.082
H 0.180168 2.259065 1.324190 0.015 -0.039 -0.039 0.043
H -0.777996 3.405243 0.360231 -0.081 0.000 -0.019 0.084
C -4.801324 3.574290 -0.771337 -0.019 0.042 0.436 -0.113
C -3.962546 4.149824 0.275632 0.046 0.049 0.043 -0.281
N -3.294053 4.603756 1.094650 -0.027 -0.112 -0.095 0.116
H -4.753967 4.196585 -1.653306 -0.003 0.083 -0.048 0.017
H -4.456194 2.574697 -1.020637 0.016 -0.008 -0.051 0.059
H -5.832416 3.522335 -0.430401 -0.033 -0.002 -0.028 0.070
C -6.080496 4.307226 -4.787401 0.135 0.038 -0.128 -0.068
C -5.014170 3.524527 -4.170764 0.067 -0.005 0.014 -0.289
N -4.173518 2.922275 -3.669476 -0.100 -0.053 -0.296 0.136
H -7.008490 4.147734 -4.248506 0.007 0.008 0.079 0.047
H -5.826008 5.364720 -4.755448 0.032 0.007 0.030 0.082
H -6.206815 4.000426 -5.824459 0.020 0.013 -0.018 0.083
C 2.282079 2.903452 4.282231 0.013 -0.038 -0.039 -0.049
C 2.276401 1.934587 3.191566 0.046 -0.087 -0.052 -0.252
N 2.271884 1.171045 2.332772 -0.090 0.106 0.036 0.148
H 1.431000 2.726107 4.936166 -0.007 0.002 0.013 0.088
H 3.201226 2.804361 4.855473 0.013 0.005 0.006 0.090
H 2.219652 3.911633 3.878238 0.006 0.016 0.001 0.090
C -5.483425 8.186627 0.397751 0.022 -0.011 -0.036 -0.060
C -5.435585 7.351540 -0.796593 0.009 -0.087 -0.070 -0.262
N -5.397859 6.687843 -1.732655 -0.011 0.047 0.034 0.146
H -6.352009 7.921847 0.996621 -0.009 0.002 0.012 0.085
H -4.582066 8.032461 0.987279 0.008 -0.017 0.010 0.083
H -5.551578 9.234012 0.111893 -0.004 0.013 0.004 0.084
C -8.795134 0.759843 -3.786020 0.002 -0.005 -0.012 -0.050
C -8.041858 1.778037 -3.065932 0.140 -0.008 0.075 -0.242
N -7.409861 2.555132 -2.503355 -0.196 -0.131 0.026 0.161
H -8.394331 -0.219417 -3.532062 -0.060 -0.071 0.036 0.049
H -9.846879 0.807884 -3.513431 -0.009 -0.018 0.014 0.088
H -8.697848 0.912317 -4.859437 -0.009 0.043 -0.005 0.087
C 9.137737 -4.094458 0.381978 -0.013 0.030 0.062 -0.061
C 8.636140 -2.726717 0.439972 0.021 0.135 0.030 -0.285
N 8.229593 -1.653533 0.486700 0.137 -0.110 -0.082 0.138
H 10.225402 -4.086982 0.363272 0.014 -0.012 -0.011 0.085
H 8.795733 -4.643009 1.257846 -0.028 0.016 0.015 0.070
H 8.769532 -4.586527 -0.516063 0.019 -0.016 -0.013 0.082
C 6.421546 -4.349776 5.695608 0.052 0.011 -0.043 -0.055
C 6.725827 -3.904870 4.340514 -0.042 -0.004 -0.014 -0.250
N 6.948836 -3.556534 3.269935 0.143 -0.118 0.152 0.165
H 5.411590 -4.047227 5.964238 -0.010 0.001 0.007 0.082
H 6.497090 -5.433612 5.751292 -0.002 -0.013 0.005 0.089
H 7.125917 -3.905376 6.395388 0.003 -0.002 0.020 0.087
C -4.644532 -0.998577 -3.426687 -0.072 -0.049 0.073 -0.065
C -5.882967 -1.636940 -2.986447 -0.054 0.009 0.012 -0.279
N -6.863026 -2.127304 -2.641235 0.123 0.095 -0.047 0.131
H -3.832690 -1.722871 -3.413178 0.016 0.000 -0.027 0.079
H -4.763896 -0.618490 -4.438688 0.021 0.030 -0.006 0.084
H -4.400423 -0.168314 -2.766668 0.004 0.053 -0.048 0.067
```
Positions in Å, forces in eV/Å.

## Properties
- Charge: +1
- Gap between HOMO and LUMO: 10.17 eV
- 2S+1: 1
- Maximum force: 2.57 eV/Å


No. 3
2 unconnected molecules or ions with the total composition C3H10OS2, computed with ωB97M-V with the def2-TZVPD basis set.

```
16
Properties=species:S:1:pos:R:3:forces:R:3:lowdin_charge:R:1
C -0.197801 2.585397 -0.934922 0.810 0.976 -0.452 -0.186
C 0.033966 1.600014 0.178289 0.014 1.582 1.796 -0.733
S 0.971724 0.180502 -0.298797 -2.422 -1.999 -0.900 0.621
S -1.098108 -1.025391 -0.745148 2.938 1.206 -2.181 0.568
C -1.221514 -1.637798 0.854113 0.427 -0.736 1.457 -0.581
H -0.889962 3.431702 -0.802030 -0.162 -0.649 0.593 0.078
H -0.554050 1.966570 -1.737345 -0.063 0.220 -0.933 0.045
H 0.752338 3.117491 -1.181885 -0.508 -0.792 -0.211 0.083
H 0.557056 2.075801 1.032626 -0.083 -0.222 -0.363 0.078
H -0.898043 1.239810 0.595364 -0.191 0.029 0.078 0.027
H -1.368968 -0.738205 1.424162 -0.455 -0.265 1.179 0.007
H -1.981214 -2.419718 0.945221 -0.369 0.542 -0.049 0.051
H -0.306104 -2.135468 1.171283 0.089 0.130 0.051 0.020
H 1.294288 -2.764760 -0.240467 0.431 -0.488 0.062 -0.014
H 2.724904 -2.348736 -0.213715 0.256 -0.133 0.084 0.016
O 2.181488 -3.127209 -0.046742 -0.712 0.599 -0.210 -0.081
```
Positions in Å, forces in eV/Å.

## Properties
- Gap between HOMO and LUMO: 8.31 eV
- 2S+1: 1
- Maximum force: 3.85 eV/Å


no.,E_tot (eV)
1,-53732.8801
2,-72336.0104
3,-26990.0126